1.
{
  "formula": "C16H11CuNO12",
  "method": "ωB97M-V with the def2-TZVPD basis set",
  "spin_multiplicity": 3,
  "e_lumo_ev": [5.40, 5.37],
  "largest_force_ha_per_bohr": 0.2374,
  "total_charge": -3,
  "homo_lumo_gap_ev": [4.52, 4.44],
  "s2": 2.0319,
  "species": ["Cu", "C", "C", "C", "O", "C", "C", "C", "O", "O", "O", "H", "H", "C", "C", "C", "O", "C", "C", "C", "O", "O", "O", "H", "H", "C", "O", "O", "O", "C", "O", "N", "C", "C", "H", "H", "H", "H", "H", "H", "H"],
  "coordinates": [[0.302, 0.770, -0.009], [5.200, -1.642, 1.533], [4.060, -0.807, 1.392], [2.765, -1.516, 0.730], [1.691, -0.953, 0.746], [2.957, -2.921, 0.236], [4.138, -3.517, 0.311], [5.301, -2.885, 1.016], [6.359, -3.576, 1.331], [4.328, -4.616, -0.396], [4.145, 0.362, 1.652], [6.045, -1.321, 2.125], [2.142, -3.335, -0.339], [-2.407, -2.523, -0.254], [-3.023, -3.312, 0.788], [-2.777, -2.857, 2.360], [-3.211, -3.616, 3.228], [-2.155, -1.591, 2.574], [-1.807, -0.856, 1.474], [-1.753, -1.376, 0.037], [-1.080, -0.856, -0.936], [-1.252, 0.246, 1.751], [-3.655, -4.353, 0.647], [-2.289, -2.963, -1.233], [-2.257, -1.244, 3.591], [2.499, 1.898, -0.612], [1.853, 1.290, -1.476], [1.959, 2.036, 0.425], [3.672, 2.040, -0.544], [-1.203, 3.268, -1.659], [-0.847, 2.275, -1.079], [-2.482, 3.634, -1.833], [-2.856, 5.024, -2.219], [-3.614, 2.653, -1.652], [-0.501, 4.053, -1.979], [-2.144, 5.728, -1.789], [-3.806, 5.273, -1.747], [-2.853, 5.049, -3.309], [-3.060, 1.870, -1.134], [-4.526, 2.884, -1.103], [-3.859, 2.280, -2.647]],
  "mulliken_spin": [0.38, 0.32, -0.04, -0.03, 0.05, 0.32, 0.01, -0.04, 0.12, 0.21, 0.07, 0.01, 0.01, 0.00, 0.00, 0.00, 0.00, 0.00, 0.00, 0.00, 0.01, 0.01, 0.00, 0.00, 0.00, -0.02, 0.21, 0.30, 0.12, 0.00, 0.00, 0.00, 0.00, 0.00, 0.00, 0.00, 0.00, 0.00, 0.00, 0.00, 0.00]
}



2.
{
  "formula": "C16H11F5N5Pd",
  "method": "ωB97M-V with the def2-TZVPD basis set",
  "e_lumo_ev": 2.80,
  "largest_force_ha_per_bohr": 0.0071,
  "total_charge": -1,
  "homo_lumo_gap_ev": 4.84,
  "species": ["Pd", "N", "C", "N", "C", "N", "N", "C", "C", "C", "C", "C", "C", "N", "C", "C", "C", "C", "C", "C", "H", "H", "H", "H", "H", "H", "H", "H", "H", "H", "H", "F", "C", "F", "C", "F", "F", "F"],
  "coordinates": [[-0.143, 0.654, 0.407], [4.175, 0.608, 0.228], [2.871, 0.816, -0.099], [1.897, 0.575, 0.693], [2.169, 0.039, 2.006], [1.152, -0.367, 2.731], [0.000, -0.221, 2.163], [-1.211, -0.622, 2.727], [-2.300, -0.393, 1.945], [-3.657, -0.735, 2.313], [-4.679, -0.537, 1.453], [-4.436, 0.027, 0.163], [-3.152, 0.372, -0.146], [-2.099, 0.201, 0.676], [3.537, -0.063, 2.448], [3.925, -0.443, 3.735], [5.266, -0.534, 4.086], [6.262, -0.241, 3.167], [5.897, 0.145, 1.878], [4.565, 0.229, 1.532], [4.881, 0.878, -0.431], [2.667, 1.211, -1.083], [-1.239, -1.088, 3.701], [-3.824, -1.162, 3.294], [-5.689, -0.803, 1.747], [-5.228, 0.184, -0.555], [-2.918, 0.817, -1.102], [3.148, -0.670, 4.453], [5.532, -0.834, 5.092], [7.307, -0.309, 3.437], [6.657, 0.376, 1.138], [0.952, 2.056, -1.927], [-0.269, 1.850, -1.271], [-1.135, 1.540, -2.301], [-0.682, 3.264, -0.799], [-0.079, 3.564, 0.367], [-0.350, 4.279, -1.629], [-2.003, 3.326, -0.605]],
  "lowdin_charge": [0.98, 0.09, -0.16, -0.01, -0.30, 0.06, -0.23, -0.15, -0.31, -0.08, -0.14, -0.13, -0.19, -0.07, -0.12, -0.04, -0.12, -0.13, -0.06, -0.20, 0.13, 0.12, 0.09, 0.09, 0.09, 0.07, 0.09, 0.10, 0.09, 0.09, 0.10, -0.05, -0.44, -0.01, -0.61, 0.10, 0.11, 0.13]
}



3.
{
  "formula": "C16H11N4O6ReS2",
  "method": "ωB97M-V with the def2-TZVPD basis set",
  "spin_multiplicity": 2,
  "de_lowest_kj_mol": 101.8,
  "e_lumo_ev": [-5.37, -5.29],
  "largest_force_ha_per_bohr": 0.0458,
  "total_charge": 1,
  "homo_lumo_gap_ev": [5.79, 5.94],
  "s2": 0.8130,
  "species": ["Re", "O", "C", "C", "O", "C", "C", "O", "C", "O", "O", "S", "C", "N", "C", "C", "C", "C", "C", "C", "S", "H", "H", "H", "H", "C", "N", "C", "C", "O", "N", "C", "N", "H", "H", "H", "H", "H", "H", "H"],
  "coordinates": [[0.415, 0.425, 0.852], [-2.376, 5.276, -1.818], [-1.786, 4.309, -1.463], [-0.316, 4.258, -0.948], [0.509, 5.116, -1.008], [-0.179, 2.872, -0.391], [-1.306, 2.092, -0.644], [-1.311, 0.885, -0.215], [-2.351, 2.859, -1.393], [-3.382, 2.452, -1.837], [0.788, 2.326, 0.245], [2.527, -0.147, 1.893], [2.935, -0.198, 0.203], [1.886, -0.054, -0.551], [2.189, 0.070, -1.906], [1.292, 0.264, -2.949], [1.799, 0.360, -4.230], [3.175, 0.257, -4.474], [4.069, 0.055, -3.439], [3.555, -0.032, -2.148], [4.415, -0.257, -0.645], [0.226, 0.326, -2.753], [1.122, 0.515, -5.060], [3.546, 0.336, -5.487], [5.135, -0.025, -3.627], [-2.780, -3.519, 3.680], [-1.952, -2.404, 3.226], [-2.128, -1.022, 3.683], [-1.194, -0.327, 2.734], [-0.887, 0.869, 2.590], [-0.609, -1.205, 1.903], [-1.108, -2.425, 2.197], [-0.771, -3.504, 1.518], [-3.073, -3.332, 4.709], [-2.208, -4.447, 3.671], [-3.674, -3.632, 3.067], [-1.815, -0.887, 4.720], [-3.154, -0.671, 3.571], [-0.097, -3.421, 0.774], [-1.126, -4.415, 1.750]],
  "mulliken_spin": [0.64, 0.02, 0.00, -0.04, 0.02, 0.06, 0.09, 0.12, -0.04, 0.04, 0.12, -0.02, -0.01, -0.01, 0.00, 0.00, 0.00, 0.00, 0.00, 0.00, -0.01, 0.01, 0.00, 0.00, 0.00, 0.00, 0.00, 0.00, 0.01, 0.00, -0.01, 0.00, 0.00, 0.00, 0.00, 0.00, 0.00, 0.00, 0.00, 0.00]
}



4.
{
  "formula": "C16H11N5OS",
  "method": "ωB97M-V with the def2-TZVPD basis set",
  "e_lumo_ev": -1.32,
  "largest_force_ha_per_bohr": 0.0500,
  "homo_lumo_gap_ev": 6.60,
  "species": ["O", "C", "N", "C", "C", "C", "C", "C", "C", "N", "C", "C", "C", "C", "N", "S", "N", "C", "H", "H", "H", "H", "H", "H", "N", "C", "C", "C", "C", "H", "H", "H", "H", "H"],
  "coordinates": [[6.590, -0.390, 2.055], [6.203, -0.575, 0.966], [5.854, -1.014, -0.141], [4.783, -0.110, -0.599], [3.476, -0.374, -0.269], [2.427, 0.540, -0.741], [0.975, 0.314, -0.428], [-0.040, 1.329, -0.558], [-1.347, 0.960, -0.206], [-1.803, -0.203, 0.246], [-0.888, -1.171, 0.345], [0.456, -0.931, 0.017], [2.731, 1.671, -1.484], [4.106, 1.970, -1.811], [4.463, 3.044, -2.535], [6.106, 2.876, -2.589], [6.359, 1.488, -1.776], [5.151, 1.053, -1.368], [3.181, -1.244, 0.324], [0.215, 2.335, -0.911], [-2.106, 1.757, -0.308], [-1.206, -2.165, 0.696], [1.159, -1.775, 0.112], [1.959, 2.373, -1.821], [-5.246, -1.450, 2.184], [-6.613, -1.520, 2.127], [-7.003, -1.107, 0.881], [-5.826, -0.780, 0.156], [-4.757, -1.004, 0.985], [-4.688, -1.690, 2.983], [-7.187, -1.855, 2.976], [-8.020, -1.047, 0.528], [-5.769, -0.421, -0.859], [-3.692, -0.884, 0.825]],
  "lowdin_charge": [0.20, -0.29, 0.18, -0.19, 0.05, -0.14, -0.14, 0.00, -0.15, 0.04, -0.12, -0.02, 0.04, -0.36, -0.20, 1.01, -0.22, -0.29, 0.12, 0.10, 0.12, 0.12, 0.10, 0.11, 0.00, -0.15, -0.12, -0.11, -0.14, 0.14, 0.10, 0.09, 0.09, 0.06]
}



5.
{
  "formula": "C16H12Cl3N3O4",
  "method": "ωB97M-V with the def2-TZVPD basis set",
  "de_lowest_kj_mol": 8.5,
  "e_lumo_ev": 0.03,
  "largest_force_ha_per_bohr": 0.0149,
  "homo_lumo_gap_ev": 9.57,
  "species": ["O", "C", "N", "C", "O", "N", "H", "C", "C", "C", "C", "C", "C", "C", "H", "H", "H", "H", "H", "H", "H", "H", "C", "H", "H", "O", "C", "O", "C", "N", "C", "C", "C", "C", "Cl", "Cl", "Cl", "H"],
  "coordinates": [[-4.802, -1.355, 1.111], [-4.046, -0.737, 0.409], [-3.576, 0.500, 0.759], [-2.947, 1.439, -0.097], [-3.186, 1.507, -1.275], [-2.128, 2.274, 0.577], [-1.833, 2.024, 1.509], [-1.320, 3.255, -0.128], [0.021, 2.706, -0.548], [0.091, 1.769, -1.574], [1.316, 1.286, -1.995], [2.483, 1.732, -1.396], [2.419, 2.645, -0.358], [1.192, 3.127, 0.067], [1.147, 3.848, 0.871], [3.326, 2.989, 0.117], [3.441, 1.373, -1.741], [1.361, 0.567, -2.800], [-0.818, 1.432, -2.046], [-1.195, 4.124, 0.521], [-1.890, 3.543, -1.015], [-3.829, 0.805, 1.691], [-3.447, -1.287, -0.884], [-3.687, -2.350, -0.970], [-3.824, -0.724, -1.741], [-2.030, -1.102, -0.843], [-1.265, -2.180, -0.693], [-1.643, -3.316, -0.673], [0.180, -1.778, -0.523], [1.047, -2.259, -1.394], [2.328, -1.999, -1.256], [2.832, -1.231, -0.209], [1.936, -0.707, 0.724], [0.580, -0.989, 0.559], [-0.549, -0.412, 1.702], [2.480, 0.250, 2.029], [4.511, -0.937, -0.058], [2.986, -2.419, -2.002]],
  "lowdin_charge": [0.11, -0.43, 0.16, -0.55, 0.09, 0.08, 0.11, -0.12, -0.21, -0.03, -0.08, -0.11, -0.11, -0.05, 0.11, 0.11, 0.10, 0.11, 0.11, 0.12, 0.13, 0.16, -0.04, 0.14, 0.14, -0.01, -0.45, 0.16, -0.20, 0.15, -0.15, -0.68, -0.69, -0.59, 0.81, 0.74, 0.72, 0.12]
}



6.
{
  "formula": "C16H12F3N4O4RhS2",
  "method": "ωB97M-V with the def2-TZVPD basis set",
  "de_lowest_kj_mol": 0.0,
  "e_lumo_ev": -1.26,
  "largest_force_ha_per_bohr": 0.0074,
  "homo_lumo_gap_ev": 7.15,
  "species": ["Rh", "N", "C", "S", "N", "N", "C", "C", "C", "C", "C", "C", "N", "H", "H", "H", "H", "H", "H", "H", "O", "C", "O", "C", "C", "C", "C", "S", "C", "C", "H", "H", "H", "H", "H", "F", "C", "F", "F", "C", "O", "O"],
  "coordinates": [[-0.401, 1.814, -0.899], [-1.002, 4.718, 2.194], [-0.657, 3.742, 1.340], [-1.219, 3.871, -0.299], [0.085, 2.766, 1.832], [0.358, 1.817, 0.909], [1.130, 0.833, 1.205], [1.321, -0.191, 0.179], [2.124, -1.306, 0.348], [2.253, -2.205, -0.699], [1.586, -1.964, -1.889], [0.790, -0.834, -1.986], [0.653, 0.015, -0.976], [-1.473, 5.535, 1.850], [-0.562, 4.746, 3.097], [1.587, 0.768, 2.185], [2.639, -1.458, 1.287], [2.872, -3.085, -0.587], [1.668, -2.637, -2.729], [0.224, -0.604, -2.880], [0.341, -3.965, 3.875], [-0.210, -4.084, 2.646], [-0.221, -5.151, 2.102], [-0.763, -2.839, 2.021], [-1.089, -2.899, 0.669], [-1.576, -1.781, 0.015], [-1.745, -0.577, 0.698], [-2.324, 0.873, -0.142], [-1.463, -0.531, 2.063], [-0.973, -1.651, 2.716], [0.331, -3.046, 4.166], [-0.947, -3.836, 0.146], [-1.812, -1.821, -1.040], [-1.630, 0.393, 2.604], [-0.784, -1.574, 3.782], [0.957, 3.372, -5.259], [0.179, 2.361, -4.879], [0.741, 1.216, -5.318], [-1.004, 2.489, -5.478], [0.045, 2.285, -3.347], [0.986, 2.652, -2.630], [-1.017, 1.772, -2.894]],
  "lowdin_charge": [0.71, 0.09, -0.82, 0.65, 0.02, -0.20, -0.06, -0.24, 0.00, -0.03, -0.03, -0.09, -0.01, 0.09, 0.11, 0.14, 0.12, 0.12, 0.11, 0.13, 0.12, -0.48, 0.12, -0.14, -0.01, -0.10, -0.63, 0.68, -0.11, -0.02, 0.09, 0.13, 0.11, 0.11, 0.11, 0.17, -0.56, 0.14, 0.17, -0.58, 0.01, -0.11]
}



| no. | energy (Eh) |
| --- | --- |
| 1 | -3214.196305 |
| 2 | -1517.366103 |
| 3 | -2161.220900 |
| 4 | -1363.486595 |
| 5 | -2462.783417 |
| 6 | -2343.542142 |